Here is a 10-piece molecular cluster, C58H130F30N3P7 overall at a distorted geometry from the OMol25 dataset. Energies are from the ωB97M-V functional and the def2-TZVPD basis.

Last column: Löwdin charge in e.
CARTESIAN COORDINATES (ANGSTROEM)
1 C -0.68 2.79 -4.27  -0.122
2 C -1.71 3.53 -3.36  -0.197
3 C -3.15 3.68 -4.04  -0.225
4 C -4.21 4.12 -3.03  -0.242
5 P -5.82 4.67 -3.74  1.042
6 C -5.74 5.06 -5.51  -0.236
7 C -5.25 6.52 -5.96  -0.225
8 C -3.97 7.14 -5.50  -0.299
9 C -3.50 8.41 -6.24  -0.082
10 C -6.54 6.12 -2.83  -0.228
11 C -6.22 6.20 -1.28  -0.189
12 C -6.96 5.03 -0.52  -0.276
13 C -6.89 5.04 0.97  -0.117
14 C -7.07 3.39 -3.50  -0.269
15 C -6.96 2.15 -4.44  -0.223
16 C -8.15 1.22 -4.21  -0.297
17 C -8.17 0.01 -5.06  -0.120
18 H -0.49 3.11 -5.30  0.074
19 H -0.85 1.72 -4.35  0.063
20 H 0.33 2.87 -3.89  0.058
21 H -1.17 4.48 -3.43  0.095
22 H -1.66 3.28 -2.30  0.104
23 H -3.38 2.66 -4.36  0.095
24 H -3.10 4.21 -4.98  0.085
25 H -3.72 4.92 -2.47  0.100
26 H -4.51 3.34 -2.33  0.087
27 H -6.69 4.85 -5.99  0.092
28 H -5.16 4.22 -5.90  0.084
29 H -5.99 7.28 -5.72  0.104
30 H -5.17 6.62 -7.05  0.113
31 H -3.19 6.39 -5.63  0.095
32 H -3.87 7.33 -4.43  0.100
33 H -2.96 8.05 -7.12  0.073
34 H -2.88 9.00 -5.56  0.078
35 H -4.32 8.97 -6.69  0.070
36 H -7.63 6.09 -2.88  0.087
37 H -6.07 6.97 -3.33  0.068
38 H -6.45 7.15 -0.80  0.110
39 H -5.14 6.09 -1.11  0.091
40 H -6.51 4.08 -0.78  0.063
41 H -7.98 4.99 -0.90  0.102
42 H -7.58 5.77 1.38  0.066
43 H -5.92 5.28 1.42  0.083
44 H -7.25 4.11 1.41  0.081
45 H -8.03 3.91 -3.54  0.103
46 H -6.86 2.89 -2.56  0.093
47 H -5.99 1.65 -4.44  0.117
48 H -7.09 2.57 -5.44  0.094
49 H -9.09 1.78 -4.25  0.113
50 H -8.22 0.80 -3.21  0.113
51 H -7.94 0.30 -6.09  0.077
52 H -9.07 -0.59 -4.97  0.082
53 H -7.30 -0.59 -4.77  0.068
54 C -6.41 -3.06 3.57  -0.093
55 C -5.36 -4.14 3.62  -0.263
56 C -5.79 -5.55 3.17  -0.206
57 C -6.29 -5.84 1.68  -0.240
58 P -5.14 -5.41 0.35  1.048
59 C -5.88 -6.11 -1.11  -0.308
60 C -6.47 -7.48 -1.17  -0.266
61 C -7.32 -7.84 -2.39  -0.229
62 C -6.49 -8.03 -3.70  -0.099
63 C -5.11 -3.60 0.18  -0.224
64 C -4.61 -3.07 -1.16  -0.285
65 C -4.50 -1.60 -1.41  -0.231
66 C -3.90 -1.27 -2.83  -0.067
67 C -3.45 -6.21 0.49  -0.249
68 C -2.46 -5.35 1.20  -0.258
69 C -1.11 -6.15 1.43  -0.247
70 C -0.02 -5.17 1.82  -0.093
71 H -7.36 -3.12 4.09  0.076
72 H -6.82 -3.09 2.56  0.047
73 H -6.00 -2.08 3.78  0.087
74 H -4.97 -4.18 4.64  0.123
75 H -4.52 -3.87 2.97  0.063
76 H -6.58 -5.76 3.89  0.109
77 H -4.98 -6.26 3.33  0.099
78 H -7.14 -5.17 1.54  0.090
79 H -6.63 -6.87 1.58  0.082
80 H -5.22 -5.96 -1.96  0.097
81 H -6.74 -5.48 -1.32  0.108
82 H -7.00 -7.68 -0.24  0.091
83 H -5.71 -8.26 -1.10  0.118
84 H -7.91 -6.98 -2.69  0.099
85 H -7.98 -8.69 -2.23  0.109
86 H -6.26 -9.08 -3.86  0.069
87 H -5.58 -7.43 -3.68  0.061
88 H -6.93 -7.68 -4.63  0.068
89 H -4.66 -3.12 1.04  0.101
90 H -6.19 -3.43 0.16  0.099
91 H -5.20 -3.42 -2.00  0.108
92 H -3.62 -3.50 -1.31  0.106
93 H -3.85 -1.25 -0.61  0.109
94 H -5.49 -1.18 -1.24  0.115
95 H -3.49 -0.26 -2.84  0.059
96 H -4.70 -1.15 -3.55  0.050
97 H -3.16 -2.00 -3.16  0.067
98 H -3.20 -6.30 -0.57  0.090
99 H -3.31 -7.25 0.79  0.104
100 H -2.81 -4.93 2.15  0.097
101 H -2.19 -4.47 0.62  0.095
102 H -0.84 -6.66 0.51  0.101
103 H -1.32 -6.94 2.14  0.107
104 H 0.85 -5.82 1.89  0.071
105 H -0.29 -4.81 2.81  0.076
106 H 0.12 -4.35 1.12  0.067
107 C 5.39 -2.62 -3.28  -0.091
108 C 5.60 -2.42 -1.76  -0.244
109 C 7.01 -2.65 -1.17  -0.163
110 C 7.99 -1.48 -1.52  -0.092
111 N 9.46 -1.93 -1.73  -0.215
112 C 10.41 -0.75 -2.07  -0.079
113 C 11.44 -1.17 -3.13  -0.174
114 C 11.08 -2.55 -3.45  -0.195
115 C 9.63 -2.86 -3.08  -0.002
116 C 9.97 -2.71 -0.49  0.037
117 H 5.79 -1.80 -3.87  0.072
118 H 4.33 -2.68 -3.53  0.065
119 H 5.68 -3.65 -3.50  0.068
120 H 5.04 -3.26 -1.34  0.102
121 H 5.11 -1.49 -1.48  0.100
122 H 7.28 -3.56 -1.71  0.094
123 H 6.99 -2.85 -0.10  0.111
124 H 8.05 -0.67 -0.79  0.123
125 H 7.59 -0.92 -2.37  0.124
126 H 10.78 -0.43 -1.10  0.128
127 H 9.82 0.10 -2.41  0.136
128 H 12.44 -1.14 -2.70  0.121
129 H 11.46 -0.53 -4.01  0.125
130 H 11.76 -3.12 -2.81  0.112
131 H 11.38 -2.64 -4.49  0.130
132 H 9.40 -3.86 -2.71  0.115
133 H 8.85 -2.54 -3.77  0.134
134 H 11.00 -2.97 -0.76  0.097
135 H 9.36 -3.61 -0.49  0.089
136 H 9.85 -2.15 0.44  0.112
137 C 8.40 2.64 10.64  -0.125
138 C 9.24 2.55 9.35  -0.228
139 C 8.44 1.95 8.11  -0.159
140 C 7.06 2.59 7.68  -0.096
141 N 6.25 1.87 6.56  -0.199
142 C 5.28 2.85 5.80  -0.061
143 C 5.28 2.51 4.30  -0.123
144 C 6.30 1.40 4.11  -0.150
145 C 7.19 1.55 5.35  -0.093
146 C 5.46 0.65 7.16  0.058
147 H 7.57 3.35 10.66  0.065
148 H 8.92 2.98 11.54  0.071
149 H 7.97 1.68 10.93  0.075
150 H 9.98 1.87 9.78  0.100
151 H 9.79 3.45 9.05  0.100
152 H 8.36 0.96 8.57  0.099
153 H 9.10 1.94 7.24  0.097
154 H 7.41 3.59 7.45  0.128
155 H 6.27 2.68 8.42  0.125
156 H 4.33 2.96 6.31  0.139
157 H 5.75 3.83 5.94  0.120
158 H 4.31 2.14 3.98  0.109
159 H 5.64 3.39 3.75  0.126
160 H 5.90 0.41 3.87  0.106
161 H 6.85 1.66 3.21  0.110
162 H 7.86 0.72 5.58  0.124
163 H 7.85 2.42 5.32  0.130
164 H 6.06 -0.10 7.67  0.093
165 H 4.99 0.15 6.31  0.099
166 H 4.72 0.93 7.90  0.107
167 C 2.98 -0.62 3.32  -0.092
168 C 2.75 -0.09 1.91  -0.212
169 C 1.38 -0.37 1.27  -0.078
170 N 1.04 0.18 -0.15  -0.193
171 C 1.08 1.80 -0.19  0.087
172 C -0.39 -0.25 -0.57  -0.079
173 C -0.20 -1.67 -1.17  -0.102
174 C 1.38 -1.74 -1.44  -0.137
175 C 2.02 -0.37 -1.21  -0.081
176 H 2.85 0.05 4.17  0.065
177 H 3.94 -1.12 3.49  0.053
178 H 2.28 -1.42 3.57  0.065
179 H 3.55 -0.50 1.30  0.082
180 H 3.07 0.95 1.88  0.093
181 H 0.58 0.01 1.91  0.122
182 H 1.23 -1.45 1.29  0.121
183 H 1.06 2.20 -1.20  0.090
184 H 2.05 2.13 0.18  0.081
185 H 0.25 2.16 0.42  0.106
186 H -0.71 0.49 -1.31  0.110
187 H -0.99 0.06 0.28  0.122
188 H -0.80 -1.96 -2.03  0.094
189 H -0.52 -2.34 -0.37  0.077
190 H 1.52 -2.01 -2.49  0.090
191 H 1.73 -2.66 -0.97  0.096
192 H 1.83 0.28 -2.07  0.100
193 H 3.07 -0.33 -0.93  0.109
194 P -3.97 2.36 0.90  0.217
195 F -3.08 1.53 -0.22  -0.187
196 F -5.38 1.98 0.16  -0.190
197 F -3.98 1.08 1.90  -0.181
198 F -4.73 2.96 2.15  -0.165
199 F -2.64 2.80 1.71  -0.168
200 F -3.98 3.84 0.14  -0.190
201 P 0.14 2.83 5.16  0.343
202 F 0.65 4.45 5.10  -0.222
203 F 1.09 2.48 6.56  -0.261
204 F -1.12 3.12 6.15  -0.172
205 F -0.44 1.29 5.07  -0.209
206 F -0.78 2.96 3.82  -0.193
207 F 1.39 2.41 4.11  -0.239
208 P 5.81 2.27 -0.28  0.352
209 F 5.71 0.80 0.52  -0.214
210 F 6.60 1.54 -1.53  -0.213
211 F 4.40 1.95 -1.16  -0.210
212 F 6.03 3.65 -1.18  -0.200
213 F 4.94 3.12 0.88  -0.193
214 F 7.22 2.63 0.51  -0.212
215 P -1.88 -1.64 3.72  0.242
216 F -0.28 -1.80 3.50  -0.178
217 F -1.79 -1.00 5.23  -0.189
218 F -1.75 -0.06 3.17  -0.200
219 F -3.39 -1.14 3.96  -0.169
220 F -2.18 -2.23 2.22  -0.187
221 F -1.84 -3.14 4.37  -0.188
222 P 2.93 0.53 -5.21  0.227
223 F 4.20 1.41 -5.90  -0.218
224 F 2.41 -0.05 -6.65  -0.181
225 F 3.76 -0.84 -5.20  -0.177
226 F 1.79 -0.29 -4.28  -0.212
227 F 3.51 1.12 -3.75  -0.206
228 F 2.03 1.78 -5.35  -0.119

Properties
- Frontier orbital gap: 0.291 hartree
- DFT total energy: -213291.5687 eV
- ΔE to the lowest compared entry with this formula, charge and spin: 99.19 kcal/mol
- HOMO: -0.304 hartree

Here is a 15-piece molecular cluster, C58H136N25O5P5 overall at a distorted geometry from the OMol25 dataset. Energies are from the ωB97M-V functional and the def2-TZVPD basis.

Last column: Löwdin charge in e.
CARTESIAN COORDINATES (ANGSTROEM)
1 O 19.84 17.08 14.06  -0.312
2 P 19.54 15.71 14.62  0.681
3 N 20.27 15.50 16.15  -0.291
4 C 19.63 15.92 17.36  -0.131
5 C 21.72 15.68 16.26  -0.100
6 N 20.11 14.37 13.57  -0.266
7 C 19.84 14.41 12.13  -0.109
8 C 21.18 13.44 13.90  -0.147
9 N 17.91 15.26 14.85  -0.293
10 C 16.87 16.04 14.13  -0.090
11 C 17.61 13.94 15.29  -0.129
12 H 20.23 15.85 18.27  0.061
13 H 18.73 15.33 17.54  0.049
14 H 19.24 16.93 17.26  0.080
15 H 22.27 15.20 15.45  0.070
16 H 22.09 15.31 17.21  0.053
17 H 21.88 16.76 16.24  0.075
18 H 18.80 14.71 11.99  0.062
19 H 20.43 15.16 11.61  0.063
20 H 19.90 13.42 11.68  0.049
21 H 22.06 13.65 13.29  0.076
22 H 21.33 13.34 14.98  0.044
23 H 20.94 12.47 13.47  0.040
24 H 17.14 16.10 13.08  0.058
25 H 15.90 15.56 14.26  0.071
26 H 16.79 17.05 14.55  0.050
27 H 18.43 13.58 15.91  0.054
28 H 17.48 13.27 14.44  0.069
29 H 16.70 13.88 15.89  0.075
30 O 15.60 11.04 14.52  -0.316
31 P 15.53 10.79 13.04  0.583
32 N 16.95 10.84 12.20  -0.275
33 C 18.18 10.39 12.86  -0.107
34 C 17.05 10.94 10.67  -0.075
35 N 14.50 11.93 12.22  -0.293
36 C 12.99 11.78 12.28  -0.070
37 C 14.86 13.33 12.11  -0.151
38 N 14.89 9.23 12.68  -0.304
39 C 14.63 8.81 11.29  -0.127
40 C 15.32 8.14 13.54  -0.131
41 H 17.85 9.51 13.40  0.065
42 H 18.60 11.11 13.56  0.050
43 H 19.08 10.19 12.28  0.078
44 H 17.29 10.00 10.18  0.067
45 H 17.78 11.71 10.42  0.066
46 H 16.10 11.14 10.18  0.062
47 H 12.67 12.23 13.22  0.049
48 H 12.52 12.29 11.44  0.071
49 H 12.70 10.75 12.13  0.063
50 H 14.39 13.90 12.92  0.060
51 H 15.94 13.43 12.17  0.072
52 H 14.51 13.68 11.14  0.073
53 H 15.50 8.36 10.81  0.075
54 H 13.79 8.11 11.27  0.079
55 H 14.23 9.59 10.64  0.067
56 H 14.63 7.29 13.52  0.082
57 H 15.44 8.51 14.56  0.074
58 H 16.30 7.80 13.20  0.072
59 O 24.19 17.59 17.85  -0.295
60 P 25.02 16.82 18.82  0.611
61 N 26.28 17.66 19.61  -0.300
62 C 27.65 17.61 19.00  -0.090
63 C 26.09 18.87 20.29  -0.153
64 N 25.78 15.36 18.16  -0.288
65 C 25.43 14.83 16.81  -0.101
66 C 26.46 14.34 18.98  -0.112
67 N 24.15 16.19 20.10  -0.285
68 C 22.87 15.57 19.76  -0.126
69 C 24.58 15.93 21.51  -0.083
70 H 28.08 16.61 19.15  0.057
71 H 28.35 18.37 19.35  0.078
72 H 27.58 17.77 17.93  0.078
73 H 27.00 19.41 20.58  0.085
74 H 25.42 18.77 21.15  0.072
75 H 25.56 19.54 19.61  0.078
76 H 25.48 15.63 16.08  0.077
77 H 26.05 13.99 16.51  0.066
78 H 24.39 14.50 16.92  0.051
79 H 25.72 13.73 19.49  0.070
80 H 27.02 13.65 18.35  0.078
81 H 27.08 14.83 19.73  0.063
82 H 22.28 16.17 19.06  0.027
83 H 23.05 14.57 19.35  0.078
84 H 22.28 15.35 20.65  0.083
85 H 25.23 16.68 21.97  0.062
86 H 25.06 14.97 21.66  0.070
87 H 23.67 16.00 22.10  0.076
88 O 14.75 16.21 11.72  -0.271
89 P 13.84 17.12 11.03  0.589
90 N 12.13 16.83 11.36  -0.312
91 C 11.70 15.52 11.78  -0.130
92 C 11.07 17.59 10.76  -0.135
93 N 14.03 17.06 9.33  -0.324
94 C 15.42 17.34 8.90  -0.092
95 C 13.30 16.03 8.57  -0.097
96 N 14.01 18.73 11.52  -0.278
97 C 13.58 19.88 10.68  -0.109
98 C 14.91 19.12 12.63  -0.107
99 H 12.47 15.06 12.40  0.062
100 H 11.29 14.97 10.94  0.073
101 H 10.76 15.63 12.32  0.076
102 H 11.33 18.29 9.96  0.073
103 H 10.78 18.31 11.52  0.068
104 H 10.19 16.99 10.52  0.089
105 H 15.93 16.52 9.42  0.074
106 H 15.48 17.39 7.82  0.091
107 H 15.75 18.29 9.32  0.063
108 H 13.18 16.48 7.59  0.080
109 H 13.93 15.14 8.47  0.082
110 H 12.31 15.85 8.98  0.065
111 H 13.30 19.47 9.71  0.059
112 H 12.69 20.35 11.10  0.077
113 H 14.35 20.62 10.47  0.080
114 H 14.32 19.68 13.36  0.074
115 H 15.73 19.74 12.29  0.074
116 H 15.30 18.23 13.12  0.048
117 O 28.00 14.76 11.51  -0.304
118 P 26.77 14.09 10.97  0.625
119 N 25.39 15.17 10.84  -0.291
120 C 24.01 14.63 10.70  -0.119
121 C 25.66 16.44 10.25  -0.158
122 N 26.32 12.87 12.07  -0.295
123 C 25.68 13.31 13.36  -0.094
124 C 27.13 11.63 12.29  -0.098
125 N 26.87 13.38 9.41  -0.315
126 C 27.67 14.01 8.46  -0.157
127 C 25.96 12.34 8.87  -0.101
128 H 23.23 15.15 11.26  0.050
129 H 23.92 13.57 10.95  0.055
130 H 23.65 14.67 9.67  0.070
131 H 24.89 17.20 10.40  0.067
132 H 25.61 16.39 9.16  0.072
133 H 26.56 16.89 10.67  0.083
134 H 26.39 13.74 14.06  0.072
135 H 25.01 14.14 13.11  0.056
136 H 25.08 12.51 13.80  0.059
137 H 26.63 11.01 13.03  0.069
138 H 27.36 11.04 11.40  0.070
139 H 28.08 11.94 12.73  0.077
140 H 27.51 15.09 8.48  0.075
141 H 28.72 13.74 8.59  0.085
142 H 27.45 13.60 7.48  0.081
143 H 25.03 12.77 8.49  0.065
144 H 25.54 11.68 9.63  0.066
145 H 26.51 11.80 8.11  0.081
146 C 19.15 20.57 13.37  -0.064
147 C 18.14 20.84 14.58  -0.197
148 C 18.47 20.07 15.87  -0.208
149 C 19.80 20.35 16.41  -0.172
150 N 20.88 20.61 16.85  0.155
151 H 19.51 21.47 12.87  0.069
152 H 18.71 19.86 12.67  0.041
153 H 20.12 20.12 13.61  0.033
154 H 17.13 20.70 14.20  0.080
155 H 18.13 21.88 14.90  0.100
156 H 18.36 19.00 15.70  0.089
157 H 17.81 20.31 16.70  0.110
158 C 17.57 10.90 18.33  -0.090
159 C 19.02 11.34 18.01  -0.212
160 C 19.48 11.21 16.55  -0.182
161 C 19.95 9.89 16.04  -0.219
162 N 20.33 8.89 15.65  0.155
163 H 17.22 11.12 19.34  0.062
164 H 17.40 9.83 18.17  0.073
165 H 16.83 11.42 17.72  0.055
166 H 19.73 10.74 18.58  0.111
167 H 19.06 12.40 18.28  0.095
168 H 20.31 11.88 16.33  0.088
169 H 18.67 11.31 15.84  0.087
170 C 10.49 17.73 14.97  -0.079
171 C 11.75 18.23 15.78  -0.198
172 C 13.07 17.61 15.18  -0.181
173 C 14.25 18.27 15.68  -0.244
174 N 15.21 18.84 16.07  0.171
175 H 9.57 18.23 15.30  0.070
176 H 10.43 16.64 15.08  0.061
177 H 10.62 17.88 13.90  0.044
178 H 11.74 17.92 16.82  0.103
179 H 11.77 19.32 15.75  0.104
180 H 12.97 17.72 14.10  0.095
181 H 13.28 16.58 15.44  0.112
182 C 16.03 14.26 19.84  -0.097
183 C 16.33 15.62 19.20  -0.245
184 C 17.39 16.46 19.93  -0.212
185 C 17.08 16.77 21.34  -0.237
186 N 16.83 16.97 22.43  0.141
187 H 15.45 14.33 20.76  0.077
188 H 16.93 13.70 20.08  0.068
189 H 15.51 13.62 19.13  0.044
190 H 15.42 16.22 19.16  0.109
191 H 16.68 15.42 18.18  0.078
192 H 17.54 17.34 19.30  0.106
193 H 18.33 15.92 20.03  0.092
194 C 22.73 10.13 13.98  -0.056
195 C 23.00 10.98 15.20  -0.274
196 N 23.21 11.66 16.10  0.144
197 H 22.50 9.09 14.23  0.060
198 H 23.63 10.06 13.37  0.070
199 H 21.91 10.64 13.47  0.037
200 C 18.68 17.94 10.51  -0.085
201 C 19.01 17.44 9.20  -0.286
202 N 19.28 17.07 8.12  0.116
203 H 17.62 18.20 10.60  0.057
204 H 19.21 18.88 10.59  0.076
205 H 19.00 17.26 11.30  0.055
206 C 22.26 19.42 19.10  -0.102
207 C 21.20 18.53 19.59  -0.237
208 N 20.37 17.81 19.98  0.156
209 H 22.52 19.11 18.08  0.040
210 H 23.12 19.09 19.68  0.046
211 H 22.21 20.49 19.28  0.083
212 C 22.75 19.02 13.71  -0.034
213 C 22.31 18.25 12.46  -0.245
214 N 21.98 17.72 11.49  0.137
215 H 22.43 18.53 14.63  0.061
216 H 22.30 20.01 13.67  0.061
217 H 23.81 19.15 13.46  0.077
218 C 20.74 11.87 8.15  -0.059
219 C 21.13 11.72 9.54  -0.257
220 N 21.41 11.52 10.64  0.156
221 H 20.16 11.00 7.83  0.083
222 H 21.61 11.80 7.50  0.082
223 H 20.18 12.77 7.90  0.088
224 C 13.61 13.24 16.85  -0.057
225 C 12.46 13.44 15.93  -0.263
226 N 11.57 13.56 15.23  0.133
227 H 13.21 13.24 17.86  0.079
228 H 14.23 14.14 16.88  0.060
229 H 14.10 12.29 16.61  0.075

Properties
- Frontier orbital gap: 0.301 hartree
- DFT total energy: -156287.0390 eV
- HOMO: -0.291 hartree